Density functional theory data (ωB97M-V/def2-TZVPD) for 2 unconnected molecules or ions with the total composition CH4I2Si.

Structure (XYZ):
```
8
Properties=species:S:1:pos:R:3:nbo_charge:R:1
C -0.3380 0.0854 1.1833 -1.077
Si 1.4545 -0.3075 0.5144 0.721
I 1.6308 -2.7202 -0.0710 -0.226
I -4.2618 -1.4563 -0.1066 0.001
H -1.0064 -0.7433 1.2288 0.260
H -0.0946 0.6788 2.0307 0.240
H -1.0168 0.6970 0.5432 0.244
H 2.3566 0.6578 0.0180 -0.163
```

Properties
orbital gap (spin up / spin down)	0.3447 / 0.1272	Eh
largest force on an atom	3.1	eV/Å
E_HOMO (spin up / spin down)	-9.75 / -6.93	eV
charge	0
2S+1	1
energy above the lowest of the compared OMol25 structures with the same formula, charge and spin	416.0	kJ/mol
electronic energy	-25178.75288	eV



Density functional theory data (ωB97M-V/def2-TZVPD) for 3 unconnected molecules or ions with the total composition C22H36FNO8.

Structure (XYZ):
```
68
Properties=species:S:1:pos:R:3:nbo_charge:R:1
C 5.1193 2.5762 2.0216 -0.671
C 5.4330 1.8720 0.5777 -0.080
O 4.7532 0.5977 0.3285 -0.547
C 3.3282 0.6218 0.6731 -0.103
C 2.4286 1.7564 -0.0869 -0.116
O 1.3918 2.2283 0.8425 -0.565
C 1.1264 3.6676 0.7130 -0.109
C -0.2154 4.0223 -0.2107 0.040
O -1.4250 4.2847 0.5826 -0.531
C -2.0554 3.0537 1.0800 0.777
O -1.4519 2.1516 1.9037 -0.598
C -3.6422 2.6726 0.7170 -0.208
C -4.4358 1.5696 1.6887 -0.122
C -6.0033 1.2003 1.2374 -0.292
C -6.5862 1.9601 -0.0917 0.041
N -5.9013 2.9873 -0.9479 -0.437
C -4.4928 3.3046 -0.5313 0.069
C -0.4374 2.9536 -1.4568 0.177
C 0.6785 3.4078 -2.6171 -0.668
F -1.7602 3.0595 -2.1170 -0.386
H 4.9666 1.7827 2.8723 0.231
H 5.9222 3.3959 2.2505 0.234
H 4.0688 3.1307 1.9010 0.204
H 5.2286 2.5718 -0.3528 0.169
H 6.6001 1.6488 0.5558 0.200
H 2.8895 -0.4346 0.3295 0.203
H 3.1115 0.6561 1.8466 0.193
H 3.0245 2.6242 -0.5941 0.193
H 1.8493 1.2003 -0.9704 0.181
H 2.0721 4.3133 0.4055 0.196
H 0.8416 4.0497 1.8079 0.232
H 0.0571 5.0577 -0.7397 0.215
H -3.9025 1.0971 2.6274 0.254
H -6.6355 0.4155 1.8749 0.256
H -7.6944 1.6555 -0.4170 0.229
H -3.9128 4.1055 -1.2016 0.245
H -0.2511 1.8372 -1.1562 0.206
H 0.3895 4.5373 -2.8734 0.221
H 1.7745 3.4421 -2.2100 0.221
H 0.5918 2.7766 -3.6017 0.245
C 0.2269 -0.3123 1.8612 -0.639
C -0.9543 -1.0470 2.4640 -0.069
O -1.2365 -2.2535 1.7315 -0.510
C -0.6289 -3.4421 1.9483 0.802
C 0.6136 -3.4780 2.7878 -0.744
O -1.0449 -4.4631 1.4022 -0.595
H 1.1408 -0.9105 1.9102 0.194
H 0.4028 0.6314 2.3852 0.252
H 0.0451 -0.0994 0.8028 0.215
H -0.8240 -1.2542 3.5303 0.174
H -1.8471 -0.4181 2.3799 0.208
H 1.4901 -3.4100 2.1372 0.246
H 0.6378 -4.4290 3.3291 0.249
H 0.6567 -2.6973 3.5445 0.220
C -1.1445 -4.2609 -1.4822 -0.630
C -0.1882 -5.4353 -1.5522 -0.072
O -0.6449 -6.4130 -2.5048 -0.506
C -0.3884 -6.3688 -3.8318 0.796
C 0.1487 -5.0996 -4.4240 -0.743
O -0.6645 -7.3275 -4.5519 -0.582
H -1.2087 -3.7362 -2.4393 0.193
H -0.8245 -3.5475 -0.7175 0.225
H -2.1557 -4.6051 -1.2422 0.228
H 0.8412 -5.1304 -1.7626 0.167
H -0.1673 -5.9376 -0.5791 0.216
H -0.6832 -4.4965 -4.7987 0.246
H 0.8108 -5.3594 -5.2559 0.244
H 0.7475 -4.5100 -3.7327 0.215
```

Properties
orbital gap	0.3008	Eh
largest force on an atom	8.9	eV/Å
structure (SMILES)	CCOCCOC[C@H](OC(=O)c1cccnc1)[C@H](C)F.CCOC(C)=O.CCOC(C)=O
E_HOMO	-9.33	eV
charge	0
2S+1	1
energy above the lowest of the compared OMol25 structures with the same formula, charge and spin	1171.3	kJ/mol
electronic energy	-43971.98073	eV



Density functional theory data (ωB97M-V/def2-TZVPD) for a molecular structure, C24H30N8OReS3.

Structure (XYZ):
```
67
Properties=species:S:1:pos:R:3:mulliken_spin:R:1
Re -0.4497 -0.5229 -0.2927 0.819
C 3.7269 -1.8403 -0.8177 0.006
C 2.3790 -1.3186 -1.1945 0.022
N 1.5681 -0.9591 -0.1890 -0.017
N 2.1593 -0.9491 0.9972 0.022
C 1.5306 -0.6145 2.0756 -0.007
S -0.1776 -0.2566 2.0733 0.031
S 2.4974 -0.5997 3.5063 -0.013
C 1.5354 0.4987 4.6273 0.000
C 1.6163 1.9039 4.1285 -0.001
C 2.8095 2.6139 4.2357 0.001
C 2.9056 3.8917 3.7158 0.000
C 1.8132 4.4734 3.0867 0.000
C 0.6135 3.7845 3.0152 -0.001
C 0.5110 2.5058 3.5355 0.002
C 2.0412 -1.1609 -2.5708 0.024
C 3.0688 -1.2314 -3.5420 0.005
C 2.8323 -1.1017 -4.8844 -0.010
C 1.5229 -0.9317 -5.3514 0.036
C 0.4955 -0.8179 -4.4546 -0.026
C 0.7086 -0.8924 -3.0574 0.063
O -0.3155 -0.7459 -2.2952 0.007
H 3.6733 -2.3476 0.1432 0.002
H 4.4289 -1.0135 -0.6997 0.005
H 4.1140 -2.5279 -1.5621 0.000
H 2.0139 0.3789 5.5985 0.000
H 0.5177 0.1187 4.6639 0.001
H 3.6566 2.1659 4.7353 0.000
H 3.8315 4.4381 3.8047 0.000
H 1.8894 5.4688 2.6747 0.000
H -0.2529 4.2588 2.5775 0.000
H -0.4312 1.9766 3.5078 -0.001
H 4.0844 -1.3632 -3.2118 -0.001
H 3.6575 -1.1287 -5.5780 0.000
H 1.3290 -0.8891 -6.4116 0.001
H -0.5183 -0.6557 -4.7853 -0.001
N -1.6799 4.8235 -1.1021 0.000
C -0.7353 3.8902 -0.9521 -0.009
C -1.0329 2.5109 -0.8013 -0.010
N -0.0798 1.6078 -0.6168 0.032
C 1.1856 2.0480 -0.6075 0.005
C 1.4691 3.4020 -0.7533 0.001
N 0.5355 4.3076 -0.9140 0.001
H -2.6542 4.6064 -1.2157 0.000
H -1.3694 5.7733 -1.2323 0.000
H -2.0594 2.1837 -0.8396 -0.006
H 1.9869 1.3396 -0.4886 0.006
H 2.4923 3.7492 -0.7352 0.000
C -3.1781 -3.5835 1.8989 0.000
N -3.3767 -3.5062 0.4780 -0.002
C -4.6650 -3.8058 -0.1397 0.001
C -4.3559 -3.7507 -1.6487 0.000
N -2.9566 -3.3517 -1.6658 0.001
C -2.4407 -3.2963 -0.4382 0.006
S -0.7935 -2.9986 -0.0922 0.000
H -3.9043 -2.9574 2.4191 0.000
H -2.1703 -3.2453 2.1383 -0.001
H -3.2979 -4.6116 2.2462 0.000
H -5.4089 -3.0628 0.1678 0.000
H -5.0167 -4.7891 0.1828 0.000
H -4.9653 -3.0170 -2.1834 0.000
H -4.4911 -4.7200 -2.1336 0.000
H -2.3971 -3.3433 -2.5020 0.000
N -2.7277 -0.2226 -0.0979 -0.002
H -3.1279 -1.0313 0.3773 0.005
H -3.1775 -0.1450 -1.0091 0.001
H -2.9922 0.5897 0.4590 0.004
```

Properties
orbital gap (spin up / spin down)	0.1848 / 0.1977	Eh
largest force on an atom	3.2	eV/Å
E_HOMO (spin up / spin down)	-12.82 / -12.97	eV
charge	+2
<S²>	0.779
2S+1	2
electronic energy	-73966.38507	eV